Here is C4H11O3Sr as an isolated structure in a non-equilibrium geometry from the OMol25 dataset. Energies are from ωB97M-V with the def2-TZVPD basis set.

Computed properties:
- energy (Eh) = -415.22187
- highest occupied orbital energy (eV) = -1.0
- total charge = -1
- LUMO (eV) = 3.3

Positions of all 19 atoms, in Å:
Sr -3.36 -2.10 -0.13
O -1.60 -1.59 1.22
O 0.66 -0.07 -1.73
O 0.74 -0.93 1.13
C 0.06 0.51 -2.86
C -0.71 -0.37 2.48
C 1.44 0.13 0.53
C 0.74 0.81 -0.63
H -0.38 -1.56 0.67
H 0.70 1.31 -3.26
H -1.54 -0.58 3.18
H -0.28 1.11 -0.34
H 2.40 -0.27 0.18
H -0.92 0.96 -2.64
H 1.31 1.72 -0.90
H -0.12 -0.30 -3.58
H -0.84 0.67 2.14
H 1.67 0.91 1.28
H 0.04 -0.37 3.28